Record 1
Below is C32H38BF6N2S5Y as an isolated structure, with properties calculated with ωB97M-V/def2-TZVPD.

The highest occupied orbital energy is -6.8 eV. The relative energy (zero: lowest compared OMol25 entry of this formula, charge and spin) is 34.4 kJ/mol. As for the LUMO energy: -1.077 eV. As for the charge: 0.

```
85
Properties=species:S:1:pos:R:3:lowdin_charge:R:1
Y 0.783 -1.121 0.344 1.13
C 5.730 -1.268 1.632 -0.53
C 4.523 -0.672 2.334 -0.45
S 3.290 0.232 1.322 0.83
C 4.191 0.772 -0.145 -0.54
C 4.458 -0.283 -1.212 -0.49
S 3.041 -1.355 -1.595 0.88
C 3.706 -2.974 -1.147 -0.50
C 3.956 -3.261 0.329 -0.52
S 5.621 -2.966 0.981 0.89
H 6.516 -1.373 2.382 0.07
H 6.128 -0.586 0.882 0.05
H 4.871 0.061 3.062 0.08
H 3.953 -1.430 2.868 0.06
H 5.129 1.240 0.162 0.09
H 3.577 1.574 -0.554 0.02
H 5.270 -0.948 -0.930 0.05
H 4.743 0.217 -2.139 0.08
H 4.610 -3.138 -1.735 0.08
H 2.944 -3.665 -1.506 0.05
H 3.849 -4.341 0.464 0.07
H 3.204 -2.823 0.984 0.03
S -0.726 0.659 2.065 0.77
C -1.461 1.495 0.818 -0.69
N -2.758 1.523 0.584 -0.08
C -3.332 2.458 -0.381 -0.08
C -2.552 3.746 -0.320 -0.08
N -1.139 3.458 -0.552 -0.09
C -0.416 4.424 -1.385 -0.11
C -0.886 4.389 -2.818 -0.22
C -0.975 3.177 -3.499 -0.02
C -1.409 3.152 -4.814 -0.06
C -1.748 4.333 -5.462 -0.08
C -1.660 5.541 -4.788 -0.08
C -1.235 5.567 -3.466 -0.05
C -0.596 2.327 -0.118 -0.65
S 0.927 1.803 -0.531 0.77
C -3.703 0.618 1.246 -0.10
C -4.571 1.354 2.236 -0.21
C -5.954 1.339 2.108 -0.04
C -6.753 2.019 3.017 -0.08
C -6.170 2.727 4.057 -0.09
C -4.787 2.748 4.189 -0.07
C -3.990 2.064 3.285 -0.03
H -4.366 2.634 -0.086 0.14
H -3.299 2.019 -1.379 0.13
H -2.684 4.241 0.647 0.14
H -2.883 4.417 -1.111 0.14
H 0.645 4.202 -1.300 0.09
H -0.598 5.412 -0.956 0.13
H -0.715 2.253 -2.999 0.09
H -1.481 2.204 -5.332 0.11
H -2.086 4.311 -6.490 0.10
H -1.929 6.463 -5.287 0.10
H -1.174 6.512 -2.937 0.11
H -3.121 -0.169 1.719 0.10
H -4.312 0.174 0.456 0.14
H -6.411 0.786 1.295 0.11
H -7.830 1.998 2.910 0.10
H -6.791 3.258 4.766 0.10
H -4.329 3.292 5.005 0.11
H -2.912 2.065 3.398 0.09
F 2.163 -2.711 2.924 -0.13
C 1.129 -1.766 2.714 -0.44
F 1.520 -0.697 3.550 -0.17
H 0.273 -2.208 3.245 0.07
C 0.260 -3.420 -0.044 -0.22
C 0.972 -4.704 0.087 -0.34
C 1.293 -5.249 1.341 -0.07
C 2.021 -6.420 1.460 -0.10
C 2.460 -7.103 0.332 -0.12
C 2.125 -6.604 -0.919 -0.10
C 1.386 -5.434 -1.036 -0.09
H -0.505 -3.348 0.752 0.05
H -0.289 -3.386 -0.993 0.04
H 0.973 -4.731 2.236 0.10
H 2.255 -6.802 2.447 0.10
H 3.034 -8.016 0.426 0.09
H 2.429 -7.134 -1.814 0.10
H 1.114 -5.074 -2.024 0.11
F -1.458 -1.042 -0.465 -0.01
B -1.340 -0.826 -1.914 -1.25
F 0.079 -0.722 -2.088 -0.01
F -1.866 -1.877 -2.591 0.20
F -1.951 0.384 -2.203 0.15
```



Record 2
Below is C32H38BN6O9PReTe as an isolated structure, with properties calculated with ωB97M-V/def2-TZVPD.

The highest occupied orbital energy (spin up / spin down) is -12.9 / -12.7 eV. The relative energy (zero: lowest compared OMol25 entry of this formula, charge and spin) is 53.3 kJ/mol. As for the LUMO energy (spin up / spin down): -6.239 / -6.226 eV. As for the charge: +2. The spin multiplicity is 2. Its expectation value of S² is 1.024.

```
89
Properties=species:S:1:pos:R:3:lowdin_charge:R:1
Re -0.188 1.124 2.630 1.15
O 1.100 4.571 0.662 0.21
C 0.859 3.604 1.509 -0.43
O 0.840 2.402 1.199 -0.05
C 0.691 3.922 2.902 -0.16
C 0.942 5.115 3.543 0.07
C 1.020 5.128 4.936 -0.01
C 0.972 3.926 5.623 0.05
C 0.728 2.750 4.927 -0.16
N 0.457 2.768 3.590 -0.05
C 0.822 1.375 5.353 -0.42
O 1.069 0.966 6.573 0.20
O 0.682 0.513 4.463 -0.15
H 1.268 4.221 -0.228 0.16
H 1.113 6.011 2.961 0.14
H 1.200 6.053 5.463 0.13
H 1.152 3.910 6.692 0.13
H 1.195 1.694 7.196 0.14
C 2.386 -3.718 -5.652 -0.04
C 2.381 -2.322 -5.012 -0.56
C 3.823 -1.825 -4.911 -0.06
C 1.597 -1.350 -5.905 -0.04
C 1.711 -2.419 -3.640 -0.15
C 0.346 -2.727 -3.564 -0.01
C -0.339 -2.855 -2.361 0.02
C 0.400 -2.657 -1.220 -0.21
O -0.014 -2.695 0.114 0.20
B 1.137 -2.421 0.809 -0.81
O 2.237 -2.222 0.028 0.26
C 1.747 -2.365 -1.271 -0.16
C 2.433 -2.241 -2.456 0.09
H 2.882 -3.682 -6.624 0.09
H 1.372 -4.091 -5.808 0.08
H 2.919 -4.435 -5.024 0.09
H 4.238 -1.714 -5.913 0.09
H 4.462 -2.529 -4.373 0.09
H 3.883 -0.851 -4.418 0.09
H 2.108 -1.238 -6.863 0.09
H 1.522 -0.363 -5.442 0.09
H 0.587 -1.705 -6.115 0.08
H -0.206 -2.883 -4.482 0.12
H -1.390 -3.111 -2.327 0.13
H 3.489 -2.010 -2.453 0.13
C -0.367 0.482 -0.864 0.02
C -1.527 1.121 -0.190 -0.31
N -1.584 1.517 1.078 -0.16
C -2.851 2.033 1.304 -0.12
C -3.549 1.961 0.148 -0.02
N -2.708 1.388 -0.782 0.02
C -3.030 1.162 -2.194 -0.05
N -2.411 2.121 -3.047 -0.06
N -1.209 1.824 -3.622 0.05
N -0.788 2.840 -4.258 0.09
C -1.708 3.866 -4.125 -0.22
C -1.704 5.162 -4.647 0.00
C -2.778 5.962 -4.336 -0.06
C -3.837 5.494 -3.531 -0.06
C -3.856 4.219 -3.013 -0.01
C -2.762 3.413 -3.334 -0.17
H 0.324 0.094 -0.120 0.07
H 0.161 1.196 -1.495 0.09
H -0.686 -0.337 -1.509 0.08
H -3.152 2.422 2.262 0.12
H -4.553 2.266 -0.096 0.13
H -4.111 1.204 -2.294 0.15
H -2.679 0.177 -2.491 0.14
H -0.892 5.506 -5.274 0.12
H -2.826 6.972 -4.722 0.11
H -4.665 6.160 -3.324 0.11
H -4.686 3.870 -2.411 0.11
C 1.265 -2.887 6.892 -0.05
C 0.193 -2.639 5.866 -0.24
O 0.852 -2.508 4.560 -0.23
P 0.034 -2.559 3.237 0.32
O 1.179 -2.287 2.193 0.02
Te -1.776 -0.997 2.991 0.83
O -0.599 -3.960 3.015 -0.26
C 0.182 -5.215 2.941 -0.19
C -0.791 -6.341 2.732 -0.05
H 0.820 -2.871 7.887 0.09
H 2.027 -2.110 6.840 0.08
H 1.738 -3.857 6.743 0.09
H -0.345 -1.708 6.046 0.10
H -0.522 -3.461 5.811 0.12
H 0.741 -5.310 3.872 0.13
H 0.881 -5.117 2.111 0.13
H -1.495 -6.406 3.560 0.09
H -0.239 -7.280 2.676 0.10
H -1.342 -6.208 1.803 0.09
```



Record 3
Below is C32H38CaN2O2PSe2 as an isolated structure at a distorted geometry, with properties calculated with ωB97M-V/def2-TZVPD.

The highest occupied orbital energy is -1.8 eV. The relative energy (zero: lowest compared OMol25 entry of this formula, charge and spin) is 50.2 kJ/mol. As for the LUMO energy: 2.115 eV. As for the charge: -1.

```
78
Properties=species:S:1:pos:R:3:lowdin_charge:R:1
Ca 0.068 -0.271 0.836 0.98
C -0.294 4.257 1.634 -0.07
C 1.168 4.458 1.218 -0.39
C 1.873 5.387 2.210 -0.08
C 1.915 3.143 1.073 -0.23
C 2.074 2.286 2.160 -0.04
C 2.816 1.115 2.057 -0.07
C 3.412 0.754 0.849 -0.29
C 4.216 -0.520 0.743 -0.05
C 3.214 1.586 -0.254 -0.06
C 2.477 2.761 -0.144 -0.07
H -0.840 5.205 1.602 0.08
H -0.355 3.867 2.654 0.07
H -0.806 3.552 0.984 0.03
H 1.183 4.946 0.239 0.13
H 1.899 4.937 3.206 0.08
H 1.345 6.342 2.288 0.07
H 2.903 5.585 1.903 0.08
H 1.609 2.517 3.113 0.12
H 2.884 0.455 2.912 0.10
H 3.571 -1.371 0.509 0.06
H 4.714 -0.743 1.686 0.08
H 4.971 -0.444 -0.043 0.07
H 3.648 1.313 -1.213 0.11
H 2.343 3.397 -1.014 0.11
Se -2.321 -2.001 -1.156 0.32
P -1.646 -0.275 -2.241 0.11
Se -0.872 1.452 -1.192 0.28
C -0.416 -0.833 -3.487 -0.41
C -0.746 -1.890 -4.334 -0.11
C 0.163 -2.335 -5.285 -0.09
C 1.413 -1.735 -5.389 -0.10
C 1.746 -0.690 -4.545 -0.08
C 0.829 -0.235 -3.597 -0.12
C -3.008 0.371 -3.293 -0.41
C -2.709 1.289 -4.301 -0.10
C -3.719 1.819 -5.091 -0.09
C -5.042 1.445 -4.873 -0.10
C -5.342 0.539 -3.869 -0.09
C -4.326 -0.002 -3.083 -0.11
H -1.714 -2.367 -4.232 0.09
H -0.102 -3.153 -5.944 0.10
H 2.124 -2.084 -6.129 0.10
H 2.722 -0.224 -4.617 0.10
H 1.084 0.574 -2.921 0.05
H -1.680 1.597 -4.457 0.10
H -3.477 2.530 -5.872 0.10
H -5.833 1.862 -5.486 0.10
H -6.371 0.248 -3.692 0.10
H -4.551 -0.718 -2.301 0.05
N 0.258 -4.668 -1.326 0.02
C 1.321 -3.669 -1.420 -0.15
C 1.013 -2.560 -0.450 -0.60
O 0.287 -2.886 0.592 0.03
O 1.370 -1.414 -0.609 -0.07
H 0.473 -5.496 -1.862 0.08
H -0.610 -4.271 -1.682 0.03
H 0.026 -3.825 0.485 0.12
H 1.469 -3.221 -2.402 0.12
H 2.265 -4.105 -1.093 0.14
C -2.035 0.801 3.289 -0.10
C -1.619 -0.382 4.118 -0.26
C -2.424 -0.838 5.148 -0.13
C -2.089 -1.948 5.929 -0.18
C -0.885 -2.602 5.631 -0.13
C -0.040 -2.180 4.621 -0.26
C 1.252 -2.894 4.345 -0.11
C -0.349 -1.018 3.790 -0.43
N 0.456 -0.582 2.825 -0.25
H -2.964 1.241 3.666 0.06
H -2.228 0.538 2.237 0.05
H -1.252 1.571 3.272 0.05
H -3.360 -0.315 5.348 0.08
H -2.735 -2.290 6.729 0.06
H -0.597 -3.473 6.222 0.08
H 1.421 -3.696 5.072 0.06
H 2.094 -2.193 4.370 0.06
H 1.267 -3.321 3.335 0.05
```



Question: charge of number 1 (C32H38BF6N2S5Y)?
Answer: 0